1.
# CH6O4P

A gas-phase ion, CH6O4P (charge +1) (the ωB97M-V functional and the def2-TZVPD basis, the Open Molecules 2025 dataset).

```
12
Properties=species:S:1:pos:R:3:forces:R:3
C 1.11848 -1.49252 -0.54071 0.39 -3.12 1.77
O -1.48304 -1.33052 -0.25801 2.54 2.37 0.22
O -1.42210 0.71258 1.34470 0.23 0.51 -0.04
O -0.89844 0.86532 -1.17592 0.37 -1.18 -1.42
O 0.64512 -0.47622 0.37307 -1.12 1.51 0.10
P -0.80705 0.03485 0.12972 0.02 -3.37 -1.79
H 1.43052 -1.16749 -1.50932 0.17 0.80 -0.42
H 0.32963 -2.32655 -0.63857 1.54 1.38 0.18
H 1.97042 -1.86891 0.07471 -0.46 -0.03 -1.16
H -2.23422 -1.84392 -0.23878 -2.99 -1.18 0.40
H -0.85818 0.64100 2.12738 -0.05 0.22 0.54
H -0.70843 0.18814 -1.94562 -0.64 2.09 1.62
```
Forces are in eV/Å.

Values from the calculation:
ΔE to the lowest compared entry with this formula, charge and spin = 0.2808 eV
Gap between HOMO and LUMO = 13.031 eV
Calculated total energy = -683.8245 Ha
Net charge = +1

2.
# CH6OS

2 unconnected molecules or ions with the total composition CH6OS (the ωB97M-V functional and the def2-TZVPD basis, the Open Molecules 2025 dataset).

```
9
Properties=species:S:1:pos:R:3:forces:R:3
S 0.98781 0.04061 -1.97534 -0.95 1.04 0.86
H 0.20129 0.92006 -1.12976 1.66 -1.44 -1.10
H 2.02152 -0.26823 -1.14887 -0.63 0.43 0.07
C -1.18574 0.37013 1.38888 -1.54 -2.80 0.06
O -0.77779 -0.62119 2.36261 0.01 -0.26 -1.02
H -0.45178 0.40811 0.63336 0.89 -0.01 -0.81
H -2.17360 -0.01187 0.85716 1.63 1.44 1.36
H -1.12608 1.25144 1.96535 -1.00 1.66 -0.23
H -0.93950 -0.20062 3.19411 -0.06 -0.07 0.82
```
Forces are in eV/Å.

Values from the calculation:
ΔE to the lowest compared entry with this formula, charge and spin = 1.1991 eV
Gap between HOMO and LUMO = 10.545 eV
Calculated total energy = -515.0655 Ha
Net charge = 0

3.
# CH6OS

2 unconnected molecules or ions with the total composition CH6OS (the ωB97M-V functional and the def2-TZVPD basis, the Open Molecules 2025 dataset).

```
9
Properties=species:S:1:pos:R:3:forces:R:3
O -0.18063 -1.68218 1.55939 0.67 0.26 -0.46
H -1.00620 -2.14096 1.64726 -0.60 -0.37 0.08
H 1.83608 -0.02286 -1.17722 -0.06 0.23 0.16
H 0.04203 -1.73374 0.61087 -0.09 0.16 0.44
C -0.15654 1.24439 -0.45145 -0.10 -0.17 0.16
S 0.51411 -0.16881 -1.34002 0.09 -0.52 -0.15
H 0.05548 1.29850 0.61128 0.49 -0.18 0.00
H -1.22377 1.05486 -0.49033 -0.23 0.29 -0.28
H 0.11943 2.15079 -0.96978 -0.18 0.28 0.05
```
Forces are in eV/Å.

Values from the calculation:
ΔE to the lowest compared entry with this formula, charge and spin = 0.0000 eV
Gap between HOMO and LUMO = 10.272 eV
Calculated total energy = -515.1095 Ha
Net charge = 0

4.
# CH6OS2

2 unconnected molecules or ions with the total composition CH6OS2 (the ωB97M-V functional and the def2-TZVPD basis, the Open Molecules 2025 dataset).

```
10
Properties=species:S:1:pos:R:3:forces:R:3
C -0.76075 1.24297 -1.41671 0.62 -2.82 1.50
S -0.06063 1.88937 0.17685 0.60 3.35 -0.28
S 0.63703 1.27923 2.07920 -0.43 -1.86 -1.38
H -0.10601 0.38754 -1.70217 -0.77 0.67 -0.30
H -0.69286 2.07943 -2.09476 0.29 0.36 0.18
H -1.78142 0.93186 -1.25664 -0.25 -0.17 -0.28
H 1.44456 0.29902 1.57512 -0.05 0.44 0.59
H 0.90588 -2.55838 1.50783 -0.18 -0.07 -0.17
H -0.00635 -3.18641 0.43514 0.06 0.00 0.10
O 0.42053 -2.36463 0.69614 0.12 0.10 0.06
```
Forces are in eV/Å.

Values from the calculation:
ΔE to the lowest compared entry with this formula, charge and spin = 1.4635 eV
Gap between HOMO and LUMO = 7.922 eV
Calculated total energy = -913.2487 Ha
Net charge = 0